[1]
Molecular formula: C22H25N2
Method: DFT, the ωB97M-V functional and the def2-TZVPD basis

Computed properties:
Molecular weight in g mol⁻¹: 317.5
E in Eh: -962.5823
HOMO-LUMO gap in eV: 6.9
HOMO level in eV: -11.62
Total charge: +1

Positions of all 49 atoms, in Å:
1 C 1.44047 -2.36043 3.55712
2 C -4.72614 2.50011 0.92904
3 H -0.00914 1.90672 -1.99302
4 H 1.26409 -4.18740 4.68273
5 H 1.83194 -2.79168 5.62251
6 H -5.75038 2.67115 -1.02887
7 H 1.00802 -2.32183 0.17112
8 H 2.92050 -3.61730 4.49101
9 N -3.49824 0.64362 -0.17826
10 C 4.93532 -0.82272 -2.37633
11 C 0.85302 1.26003 -1.87966
12 H -2.57611 2.10552 1.18264
13 C 1.37776 -2.81694 2.23432
14 C 1.17909 0.42105 -0.78195
15 H -5.34665 -0.89114 -1.87310
16 C 0.67916 -0.17839 2.81704
17 C 3.43120 -0.94827 -0.44712
18 H -4.37538 3.50635 0.68282
19 C -5.52793 1.92888 -0.25463
20 C 1.88253 1.98072 -4.03754
21 C 2.48443 -0.18778 -1.12135
22 H -6.03688 0.67961 -2.33835
23 H 3.24121 -1.26214 0.57546
24 C 1.07429 -1.03433 3.83265
25 C -4.57696 0.82920 -0.82618
26 H 2.79365 1.73409 -4.58864
27 C 1.88608 -3.28419 4.64692
28 H 1.63682 -3.85552 2.01686
29 H -0.32090 1.09805 0.55407
30 C 0.70203 -0.59647 1.45761
31 H 1.01301 1.76465 -4.67047
32 H -5.33868 2.56277 1.83201
33 H -6.47264 1.46856 0.06506
34 H 4.23862 0.43575 -4.02795
35 C 2.83379 0.30696 -2.40184
36 H -3.66211 0.94545 2.00947
37 H 5.87567 -1.09248 -2.85534
38 H 0.40544 0.85686 3.03719
39 H -4.39918 0.21867 -2.88181
40 C -5.11490 0.16618 -2.05324
41 H 5.33347 -1.96181 -0.59002
42 C 0.44482 0.33641 0.39959
43 C 4.62867 -1.30267 -1.09589
44 C -3.52840 1.56439 1.10678
45 C 4.03164 0.01817 -3.04359
46 N 1.83752 1.19795 -2.81529
47 H 1.09758 -0.68923 4.86892
48 H 1.87948 3.05584 -3.81285
49 C 1.01926 -1.96102 1.20034

Cartesian forces (eV/Å) of the 3 atoms listed first:
-0.101 0.220 -0.193
-0.200 0.351 -0.319
0.101 -0.119 -0.096

Löwdin population analysis, charges in e, atoms 1 to 4: -0.247 -0.191 0.159 0.095

=====

[2]
Molecular formula: C22H25N2O4
Method: DFT, the ωB97M-V functional and the def2-TZVPD basis

Computed properties:
Molecular weight in g mol⁻¹: 381.5
E in Eh: -1263.5134
HOMO-LUMO gap in eV: 7.1
HOMO level in eV: -12.28
Total charge: +1

Positions of all 53 atoms, in Å:
1 C 1.26038 4.08815 1.87563
2 C -1.11053 -1.27766 -0.77245
3 H 0.03147 -2.95705 4.05964
4 H -0.17339 5.56589 1.18316
5 O 1.51982 1.48246 2.18974
6 H -0.84888 -4.58755 -1.67205
7 C 1.19425 1.89526 1.08341
8 H -1.52245 0.30879 -2.21052
9 C 1.41494 1.26757 -3.69821
10 H -1.96858 1.19692 2.21891
11 C -0.39179 -2.03883 3.65013
12 C -1.03183 -2.95579 -3.07630
13 H -1.40400 -1.14588 -4.20018
14 H 0.10427 -2.55892 1.63002
15 H 3.01494 0.00544 -4.43321
16 H -0.55332 -2.26009 6.27181
17 C -1.30688 -0.76054 -2.09154
18 H 0.35160 1.44422 -3.88257
19 C -0.97053 -3.50599 -1.78678
20 H -1.90317 0.83788 4.66495
21 C -1.48123 0.08578 3.99010
22 C -0.93276 -3.81005 -4.30013
23 H 1.39203 -0.69579 -4.61309
24 N 2.11316 -1.22356 0.41193
25 C -0.90865 -1.07179 4.52941
26 H 2.31829 4.03032 2.16855
27 H -0.25584 -3.36092 -5.03524
28 H 1.10751 6.14593 2.27696
29 O 0.10452 2.39328 -1.71564
30 C -1.25765 -1.57625 -3.20472
31 N 1.70538 -0.18813 0.12135
32 C 1.00344 0.97103 -0.04460
33 C -0.87591 -1.25038 6.01474
34 H 1.95232 2.22588 -3.76911
35 C 1.96716 0.24107 -4.64827
36 H -1.34021 0.67614 0.07000
37 H -1.86582 -1.08629 6.45559
38 C -1.04579 -0.35608 0.31187
39 H -0.55871 -4.80199 -4.03753
40 C -0.40353 -1.83281 2.27195
41 C -1.52374 0.28442 2.62183
42 O 1.56929 0.75982 -2.33764
43 H -0.18330 -0.53647 6.47591
44 H 1.47254 5.84052 0.57583
45 H 1.91073 0.63493 -5.66999
46 C 0.89161 5.48213 1.43618
47 H -1.12597 -3.16556 0.32279
48 C -1.08021 -2.69717 -0.66362
49 C -0.98171 -0.66677 1.70501
50 O 1.02287 3.18773 0.76373
51 C 0.86468 1.47399 -1.42556
52 H 0.62866 3.78445 2.72049
53 H -1.90949 -3.94172 -4.78269

Cartesian forces (eV/Å) of the 3 atoms listed first:
-0.069 0.389 0.149
-0.233 -0.354 -0.974
-0.019 0.289 -0.161

Löwdin population analysis, charges in e, atoms 1 to 4: -0.201 -0.188 0.125 0.087

=====

[3]
Molecular formula: C22H25N3O3PS4Zn
Method: DFT, the ωB97M-V functional and the def2-TZVPD basis

Computed properties:
Molecular weight in g mol⁻¹: 604.1
E in Eh: -4956.9064
HOMO-LUMO gap in eV: 7.8
HOMO level in eV: -5.62
Total charge: -1

Positions of all 59 atoms, in Å:
1 C 3.66588 0.25976 -1.79266
2 S -5.57444 2.37531 -1.30119
3 C -3.34185 -1.89013 1.28648
4 S -3.11808 4.09370 -1.00070
5 C 3.40306 -2.89795 2.30177
6 H -2.55832 0.52758 -4.12707
7 C 2.56103 -0.84299 0.48175
8 H -0.85319 1.70893 -2.65175
9 Zn -3.46153 1.90053 -0.30895
10 H -1.23817 2.69430 1.74646
11 H -0.72313 -0.14134 -2.70982
12 C 3.03842 -0.99522 -1.79391
13 H 2.55264 -4.69468 1.74010
14 H -1.20408 -1.01969 2.53660
15 C -1.16452 0.74864 -2.15335
16 H 0.37057 1.90172 1.38074
17 C 3.39467 -4.22436 2.11720
18 H 6.49914 -2.50707 3.65375
19 C -0.47439 0.73667 -0.77925
20 N -1.83670 -0.26093 2.24092
21 C 5.60121 -4.42239 3.15191
22 H -4.15986 0.64477 -3.23997
23 H 4.07667 0.52969 -2.78110
24 H 2.98007 -1.59349 -2.71377
25 H 4.32307 -6.10072 2.53120
26 C -3.13867 0.91659 -3.27207
27 O -2.53619 0.54606 -2.04812
28 H 4.18414 1.95701 -0.63379
29 C -6.31297 4.17981 -3.61518
30 H 6.42125 -5.03177 3.46730
31 C -4.72015 5.85825 -3.19073
32 C -0.52341 2.41410 1.01055
33 P 1.98338 -1.70243 1.99794
34 O -1.20424 1.64981 0.02761
35 O -3.59077 0.49453 1.06062
36 C -4.66082 3.77048 -1.80348
37 H -3.51631 -2.09240 0.21511
38 H 1.94578 -2.47395 -0.76701
39 C 3.11679 0.43148 0.49480
40 C 2.50225 -1.56360 -0.66670
41 C 4.57772 -2.32299 2.85446
42 H -0.21504 3.32384 0.46523
43 H 4.54855 -1.26878 2.97853
44 S 0.48557 -2.84207 1.40720
45 H -2.62746 -2.67372 1.58163
46 N -4.30983 6.92888 -3.41982
47 H 0.61198 1.02308 -0.84693
48 S 1.86570 -0.54745 3.52040
49 H 3.20042 0.87889 1.47156
50 C -5.19619 4.49899 -2.86595
51 C 5.63915 -3.04790 3.26784
52 C 4.50424 -5.00918 2.54886
53 N -7.12366 4.17597 -4.46317
54 C 3.71587 1.01149 -0.62917
55 H -3.06929 2.00306 -3.38474
56 H -1.52092 0.66776 2.40722
57 C -2.88809 -0.47502 1.49940
58 H -4.30029 -1.98226 1.80828
59 H -0.60670 -0.22720 -0.29310

Cartesian forces (eV/Å) of the 3 atoms listed first:
-0.176 -0.877 -1.155
0.557 -0.216 0.261
0.034 -0.506 -0.712

Löwdin population analysis, charges in e, atoms 1 to 4: -0.097 0.577 0.013 0.557

=====

[4]
Molecular formula: C22H25N3O3Pt
Method: DFT, the ωB97M-V functional and the def2-TZVPD basis

Computed properties:
Molecular weight in g mol⁻¹: 574.5
2S+1: 3
E in Eh: -1361.9438
HOMO-LUMO gap (spin up / spin down) in eV: 5.2 / 3.8
HOMO level (spin up / spin down) in eV: -12.28 / -12.28
Total charge: +2

Positions of all 54 atoms, in Å:
1 N 1.25144 -1.36763 0.71742
2 H -1.08354 1.48080 -7.20945
3 C 3.19164 -2.68686 2.20712
4 H 0.53826 0.45584 -5.25903
5 C -1.03963 0.40997 -7.39495
6 C 3.04072 -2.93488 0.83648
7 C 2.33637 -1.78526 2.81970
8 H -0.62764 1.76718 5.14078
9 H -3.03001 -1.74697 -10.35563
10 C 0.66058 0.05658 -3.17855
11 H 4.30863 1.99283 -2.59344
12 H -3.11016 0.63343 -9.90027
13 H -1.42588 -1.44848 -11.05306
14 H 3.96984 -3.18204 2.78615
15 C -1.08207 1.54673 1.78185
16 O 2.47387 2.82482 -1.90111
17 C -1.95677 -1.94238 -10.22708
18 O 0.23007 -0.63788 -2.20551
19 C 0.41454 0.42348 3.83095
20 C -0.92580 -2.34959 -7.99943
21 N -0.14420 0.60579 1.51918
22 H -1.63044 1.91550 0.91930
23 Pt 0.16283 0.00923 -0.31023
24 H 2.38189 -1.55090 3.87937
25 H -0.55907 -1.96344 -5.58124
26 N 1.58939 1.06324 -2.92961
27 H -2.05007 2.70670 3.27431
28 H 1.90140 -2.40707 -0.96032
29 C 0.55631 -0.01968 2.51280
30 C -0.43781 -1.45051 -4.64043
31 H -0.66780 -0.25275 -6.62831
32 H 2.26347 1.89466 -4.77029
33 C 2.05662 -2.27688 0.10818
34 H -1.48708 0.96946 -10.52344
35 H -1.03771 -3.41326 -8.20846
36 H -0.86973 -1.90774 -3.74782
37 C -0.51011 1.41446 4.11900
38 H 3.69478 -3.62943 0.32120
39 C 3.40381 2.44297 -3.01115
40 O 0.50148 1.99217 -1.10075
41 C 1.46981 1.98578 -1.92379
42 C 2.66694 1.44350 -3.85496
43 H -1.78806 -3.02074 -10.30188
44 H 1.02899 -0.06664 4.57866
45 C 0.24011 -0.27619 -4.49920
46 C 1.38771 -1.09726 2.05259
47 H 3.63996 3.35981 -3.55890
48 C -2.08818 0.90968 -9.60257
49 C -1.50233 -0.05152 -8.58856
50 H 3.23808 0.54533 -4.10841
51 C -1.28584 1.95873 3.08906
52 H -0.34154 -2.02122 -7.15693
53 H -2.13508 1.90979 -9.15998
54 C -1.44567 -1.46097 -8.89127

Cartesian forces (eV/Å) of the 3 atoms listed first:
2.348 -1.354 1.275
0.077 -0.172 0.210
-0.236 -0.034 -0.357

Löwdin population analysis, charges in e, atoms 1 to 4: -0.094 0.068 0.011 0.111

=====

For the records above, the corresponding ΔE to the lowest compared entry with this formula, charge and spin values read 0.418, 0.174, 1.221, 0.273 eV.